Entry 1:
Formula: C10H7AsCrF5N3OS4Se
Source: OMol25
Level of theory: ωB97M-V/def2-TZVPD

## Properties
energy above the lowest of the compared OMol25 structures with the same formula, charge and spin	0.0	kcal/mol
largest force on an atom	0.009	hartree/bohr
expectation value of S²	6.04

Structure (ORCA input):
```
! wB97M-V def2-TZVPD RIJCOSX def2/J DEFGRID3
* xyz -2 5
Cr 0.36809 0.49171 0.64739
S -1.01537 -0.27074 -3.33797
As -0.76024 1.51164 -2.10007
S 1.28154 1.56160 -1.31296
S -1.74961 1.25464 -0.07996
S -1.44144 3.29052 -3.01583
C -0.95939 -3.61978 -2.82885
N -0.29415 -3.16143 -1.63260
C 1.14642 -3.05175 -1.57433
C 1.33592 -2.11338 -0.38693
O 2.40209 -1.80876 0.09845
N 0.10529 -1.64625 -0.00366
C -0.79485 -2.21023 -0.80551
N -2.10596 -1.92019 -0.73351
H -0.86774 -2.88725 -3.63548
H -2.01530 -3.78953 -2.61894
H -0.52096 -4.57418 -3.12424
H 1.53810 -2.55556 -2.46894
H 1.64204 -4.00990 -1.41356
H -2.22936 -0.99496 -0.29448
H -2.52997 -1.88378 -1.65490
F 3.36845 -4.04087 5.52095
C 2.89032 -2.90400 4.98027
C 1.71879 -2.91111 4.25256
F 1.05155 -4.06736 4.09017
C 1.23194 -1.73712 3.70571
F 0.08996 -1.82160 3.02329
C 1.88579 -0.51153 3.84073
Se 1.24723 1.10790 3.09099
C 3.06199 -0.54935 4.59015
F 3.77101 0.57014 4.79986
C 3.56404 -1.70972 5.15010
F 4.70661 -1.68938 5.86267
*
```

***

Entry 2:
Formula: C24H55Cl3GeNO4OsPS
Source: OMol25
Level of theory: ωB97M-V/def2-TZVPD

## Properties
energy above the lowest of the compared OMol25 structures with the same formula, charge and spin	9.8	kcal/mol
largest force on an atom	0.012	hartree/bohr
expectation value of S²	0.76

Structure (ORCA input):
```
! wB97M-V def2-TZVPD RIJCOSX def2/J DEFGRID3
* xyz 3 2
Os -0.04848 -0.90760 -0.10902
C 3.19221 -2.34091 -0.91143
O 1.78739 -2.60211 -0.76904
C 1.36996 -3.72538 -1.53578
C -0.11299 -3.84507 -1.29305
O -0.73363 -2.54113 -1.49407
C -0.57124 -2.09060 -2.86938
C -1.56603 -0.99619 -3.10057
O -1.35458 -0.01069 -2.07550
C -2.35671 1.02138 -2.21067
H 3.75125 -3.26304 -0.75129
H 3.46637 -1.63103 -0.14225
H 3.40325 -1.94785 -1.90854
H 1.87293 -4.63284 -1.19112
H 1.61694 -3.57737 -2.59077
H -0.34216 -4.12466 -0.26574
H -0.57488 -4.55864 -1.97573
H -0.75592 -2.92762 -3.54384
H 0.45366 -1.73885 -3.00615
H -2.58841 -1.37680 -3.01355
H -1.43720 -0.55716 -4.09224
H -3.34942 0.56988 -2.23091
H -2.19155 1.56183 -3.14315
H -2.27067 1.69635 -1.36879
Cl -0.47156 -3.75960 2.39902
Ge 0.59441 -1.95310 2.11393
Cl 0.07308 -0.59569 3.65600
Cl 2.62977 -2.51745 2.33748
C -3.73283 -0.95923 3.51146
C -4.78004 -0.73018 2.43310
C -4.23629 -0.14333 1.13566
S -3.30287 -1.16842 -0.01467
O -1.86506 -1.32314 0.67096
C -4.17334 -2.74484 0.00228
C -4.06217 -3.71365 1.18945
C -3.51455 -5.06658 0.75137
H -4.19032 -1.39792 4.39649
H -3.26747 -0.01900 3.81246
H -2.94540 -1.63508 3.17809
H -5.52697 -0.01294 2.77991
H -5.33330 -1.64676 2.22805
H -3.57091 0.70781 1.31087
H -5.04488 0.20830 0.48497
H -3.87864 -3.21575 -0.93712
H -5.19385 -2.36812 -0.13719
H -5.05893 -3.84788 1.60980
H -3.45104 -3.28120 1.98087
H -4.10093 -5.48166 -0.06920
H -3.55615 -5.77867 1.57402
H -2.47443 -4.99570 0.42691
C 4.46538 1.11112 -0.15474
C 3.49190 1.74982 0.84692
C 4.05175 3.12042 1.25327
C 3.38384 0.83088 2.06904
P 1.80162 1.98560 0.06263
N 1.08046 0.37163 -0.00754
C 0.64967 3.02932 1.10612
C 0.94928 4.51929 0.88487
C 0.82435 2.68641 2.59330
C -0.81412 2.75231 0.75293
C 1.90131 2.47187 -1.74647
C 2.84139 3.67573 -1.91448
C 0.50432 2.85638 -2.24149
C 2.39470 1.30540 -2.62240
H 5.35764 0.83085 0.40632
H 4.78250 1.79946 -0.93355
H 4.07466 0.21066 -0.61701
H 5.06610 2.92995 1.61179
H 3.51086 3.59305 2.06769
H 4.13499 3.81677 0.42192
H 4.39792 0.57328 2.37758
H 2.88241 -0.10459 1.83822
H 2.89373 1.29317 2.91971
H 1.97517 4.79190 1.12163
H 0.30612 5.06976 1.57504
H 0.71019 4.86214 -0.11856
H 1.77922 3.00308 3.00142
H 0.67774 1.62604 2.79764
H 0.05254 3.23286 3.13764
H -1.09110 3.15538 -0.21667
H -1.42875 3.25425 1.50175
H -1.06139 1.68739 0.80653
H 2.60330 4.51021 -1.25861
H 2.71555 4.03086 -2.93960
H 3.88912 3.41629 -1.79263
H 0.13055 3.77833 -1.80246
H -0.20814 2.05477 -2.07738
H 0.57500 3.02080 -3.31775
H 3.45654 1.10904 -2.51599
H 2.22378 1.59378 -3.66058
H 1.84250 0.38020 -2.44843
*
```

***

Entry 3:
Formula: C3H7NOS
Source: OMol25
Level of theory: ωB97M-V/def2-TZVPD

## Properties
energy above the lowest of the compared OMol25 structures with the same formula, charge and spin	15.2	kcal/mol
largest force on an atom	0.054	hartree/bohr
SMILES string	NC(=O)CCS

Structure (ORCA input):
```
! wB97M-V def2-TZVPD RIJCOSX def2/J DEFGRID3
* xyz 0 1
N -0.04499 1.11769 2.46569
C 0.15492 0.07071 1.61388
O 0.78709 -0.89697 2.00174
C 0.05805 0.45549 0.15683
C 0.19012 -0.70889 -0.84081
S -0.62549 -0.09302 -2.45794
H 0.30906 0.87123 3.37880
H -0.28950 2.04621 2.18749
H -0.81627 1.09394 -0.08793
H 0.95737 1.05078 -0.05763
H -0.23736 -1.66180 -0.55960
H 1.19790 -0.83726 -1.23625
H 0.35993 -0.28521 -3.31502
*
```